6
Properties=species:S:1:pos:R:3:forces:R:3 method="wB97M-V/def2-TZVPD" lumo_ev=-2.331 orbital_gap_ev=7.344 total_energy_ev=-82916.81283
Pb -0.52469 1.30394 -0.07930 -0.136 -0.758 0.486
Br -2.37899 2.63379 1.45476 0.809 -0.729 -0.709
N 0.74085 -1.28936 -0.30205 1.213 9.637 -4.293
O 1.83736 -0.78667 -0.19885 6.058 -2.792 2.528
O 0.34146 -0.92846 -1.48145 -3.433 -3.380 -2.517
O -0.01599 -0.93325 0.60688 -4.511 -1.978 4.506